C4H9NO in the gas phase in a non-equilibrium geometry. Source: the Open Molecules 2025 dataset; level of theory: ωB97M-V/def2-TZVPD.

Structure (ORCA input):
```
! RIJCOSX wB97M-V def2-TZVPD def2/J DEFGRID3
* xyz 0 1
O -0.87675 0.88695 -0.16953
N 2.72049 -0.35350 0.11980
C 0.54050 0.93384 0.09113
C 1.31129 -0.43549 -0.31731
C -2.68107 -0.62071 -0.12312
C -1.55416 -0.16436 0.37117
H 0.94690 1.74539 -0.52187
H -3.23390 -0.42352 -1.05942
H 3.34256 -0.90611 -0.46761
H -1.23092 -0.42606 1.34527
H 0.74311 -1.34007 -0.13093
H 0.74940 1.16308 1.18834
H 1.31944 -0.42350 -1.39089
H -3.14564 -1.41160 0.40797
H 2.78026 -0.87842 1.01546
*
```

Calculated values
Lowest unoccupied orbital energy (eV): 1.01
SMILES: C=COCCN
Frontier orbital gap (eV): 9.9
Highest occupied orbital energy (eV): -8.9
ΔE to the lowest compared entry with this formula, charge and spin (kcal/mol): 58.93

Let us look at the Löwdin charges, expressed in e, one per atom: O -0.117; N -0.021; C -0.158; C -0.248; C 0.026; C -0.271; H 0.114; H 0.075; H 0.061; H 0.109; H 0.094; H 0.128; H 0.095; H 0.036; H 0.076

---

2 unconnected molecules or ions with the total composition C4H9NO in a non-equilibrium geometry. Source: the Open Molecules 2025 dataset; level of theory: ωB97M-V/def2-TZVPD.

Structure (ORCA input):
```
! RIJCOSX wB97M-V def2-TZVPD def2/J DEFGRID3
* xyz 0 1
O -0.31487 -0.67576 -0.34635
N -0.29420 1.01023 2.55651
C -1.57537 -0.50276 -0.94054
C 1.90768 0.13378 -0.01087
C -0.81388 0.01155 2.30196
C 0.56666 0.38181 -0.67775
H 2.68208 0.76587 -0.45966
H -2.06881 0.41400 -0.57867
H 0.67365 0.41943 -1.77525
H -2.18670 -1.37563 -0.68739
H -1.48694 -0.43478 -2.03484
H -1.28129 -0.92431 2.07662
H 2.18989 -0.91567 -0.14037
H 1.86240 0.34967 1.06023
H 0.13969 1.34256 -0.34362
*
```

Calculated values
Lowest unoccupied orbital energy (eV): 0.98
SMILES: CCOC.C#N
Frontier orbital gap (eV): 11.0
Highest occupied orbital energy (eV): -10.0
ΔE to the lowest compared entry with this formula, charge and spin (kcal/mol): 49.45

Let us look at the Löwdin charges, expressed in e, one per atom: O -0.254; N 0.079; C -0.135; C -0.078; C -0.074; C -0.311; H 0.077; H 0.089; H 0.118; H 0.089; H 0.089; H 0.066; H 0.079; H 0.053; H 0.114

---

2 unconnected molecules or ions with the total composition C4H9NO in a non-equilibrium geometry. Source: the Open Molecules 2025 dataset; level of theory: ωB97M-V/def2-TZVPD.

Structure (ORCA input):
```
! RIJCOSX wB97M-V def2-TZVPD def2/J DEFGRID3
* xyz 0 1
O -1.45787 1.09477 0.49408
N 0.20149 -0.94502 0.66733
C -1.09206 2.21258 -0.28977
C 1.65586 -0.69689 0.34992
C 2.78533 -0.38774 0.08812
C -0.45851 -1.82771 -0.29301
H -0.03953 -2.83595 -0.24169
H -1.52731 -1.85674 -0.06361
H 3.78551 -0.06728 -0.09146
H -0.34436 -1.43881 -1.30913
H -0.59421 0.51059 0.54516
H -0.30405 2.77871 0.21740
H -1.97220 2.84617 -0.43349
H -0.74094 1.86663 -1.26837
H 0.10284 -1.25333 1.62854
*
```

Calculated values
Lowest unoccupied orbital energy (eV): 0.82
SMILES: C#CNC.CO
Frontier orbital gap (eV): 10.2
Highest occupied orbital energy (eV): -9.4
ΔE to the lowest compared entry with this formula, charge and spin (kcal/mol): 93.96

Let us look at the Löwdin charges, expressed in e, one per atom: O -0.200; N -0.116; C -0.194; C -0.130; C 0.087; C -0.109; H 0.080; H 0.088; H 0.021; H 0.091; H 0.042; H 0.072; H 0.072; H 0.070; H 0.126

---

C4H9NO in the gas phase in a non-equilibrium geometry. Source: the Open Molecules 2025 dataset; level of theory: ωB97M-V/def2-TZVPD.

Structure (ORCA input):
```
! RIJCOSX wB97M-V def2-TZVPD def2/J DEFGRID3
* xyz 0 1
O -0.28879 -1.38177 -0.18336
N 0.26552 1.14166 0.28335
C 1.04075 -1.01706 0.31773
C 1.35638 0.41368 -0.33525
C -1.08442 0.92050 -0.13841
C -1.49374 -0.60510 0.02028
H 0.11340 1.20211 1.37997
H -2.33203 -1.22171 -0.70834
H -0.90295 1.01613 -1.21133
H 1.56807 -1.62128 -0.41747
H 2.44109 0.77301 -0.32606
H -1.61010 1.79134 0.22959
H -1.73448 -0.61314 1.23452
H 1.44906 -1.13748 1.34249
H 1.21225 0.33911 -1.48771
*
```

Calculated values
Lowest unoccupied orbital energy (eV): 1.13
SMILES: C1COCCN1
Frontier orbital gap (eV): 9.1
Highest occupied orbital energy (eV): -8.0
ΔE to the lowest compared entry with this formula, charge and spin (kcal/mol): 108.27

Let us look at the Löwdin charges, expressed in e, one per atom: O -0.218; N -0.147; C -0.177; C -0.187; C -0.260; C -0.178; H 0.164; H 0.179; H 0.100; H 0.098; H 0.120; H 0.110; H 0.138; H 0.121; H 0.139

---

2 unconnected molecules or ions with the total composition C4H9NO in a non-equilibrium geometry. Source: the Open Molecules 2025 dataset; level of theory: ωB97M-V/def2-TZVPD.

Structure (ORCA input):
```
! RIJCOSX wB97M-V def2-TZVPD def2/J DEFGRID3
* xyz 0 1
O 2.25824 1.08855 -1.76669
N 0.13310 1.40283 0.31622
C 0.40740 1.49364 1.60198
C 0.03881 -0.00336 -0.02329
C -1.06071 -0.60072 -0.53795
C -1.41424 -2.00953 -0.20403
H 2.84771 1.83430 -2.01746
H 0.55460 2.42708 2.22601
H 0.70557 -0.68639 0.50746
H 0.23200 0.60595 2.32133
H -1.41018 -2.13043 0.87896
H -0.64048 -2.56588 -0.55321
H -2.35675 -2.33498 -0.73867
H -1.83890 0.13617 -0.86850
H 1.54382 1.34276 -1.14216
*
```

Calculated values
Lowest unoccupied orbital energy (eV): 0.38
SMILES: C=N/C=C/C.O
Frontier orbital gap (eV): 9.4
Highest occupied orbital energy (eV): -9.0
ΔE to the lowest compared entry with this formula, charge and spin (kcal/mol): 78.95

Let us look at the Löwdin charges, expressed in e, one per atom: O -0.101; N -0.031; C -0.040; C -0.234; C -0.142; C -0.103; H 0.048; H 0.079; H 0.113; H 0.097; H 0.080; H 0.033; H 0.099; H 0.117; H -0.016

---

2 unconnected molecules or ions with the total composition C4H9NO in a non-equilibrium geometry. Source: the Open Molecules 2025 dataset; level of theory: ωB97M-V/def2-TZVPD.

Structure (ORCA input):
```
! RIJCOSX wB97M-V def2-TZVPD def2/J DEFGRID3
* xyz 0 1
O 2.85559 0.40570 -0.64464
N 0.50936 -0.23351 0.79856
C 0.63523 1.19798 0.97107
C 2.75702 -0.69314 -0.14532
C -0.39664 -0.79551 0.20021
C -1.45934 -0.25897 -0.65538
H -2.35385 -0.41654 -0.03444
H 0.48510 1.60142 -0.07740
H 2.14959 -1.47942 -0.58533
H 1.74683 1.34415 1.28744
H -0.40325 -1.95310 0.18621
H -1.31435 0.74871 -1.00188
H -0.07237 1.67566 1.67616
H -1.54912 -0.87118 -1.53673
H 3.32378 -1.08461 0.66081
*
```

Calculated values
Lowest unoccupied orbital energy (eV): 0.99
SMILES: C/C=N\C.C=O
Frontier orbital gap (eV): 10.2
Highest occupied orbital energy (eV): -9.2
ΔE to the lowest compared entry with this formula, charge and spin (kcal/mol): 72.27

Let us look at the Löwdin charges, expressed in e, one per atom: O -0.030; N -0.077; C -0.123; C -0.177; C -0.296; C -0.071; H 0.093; H 0.087; H 0.067; H 0.098; H 0.135; H 0.065; H 0.087; H 0.071; H 0.071

---

C4H9NO in the gas phase in a non-equilibrium geometry. Source: the Open Molecules 2025 dataset; level of theory: ωB97M-V/def2-TZVPD.

Structure (ORCA input):
```
! RIJCOSX wB97M-V def2-TZVPD def2/J DEFGRID3
* xyz 0 1
O -0.23340 0.09030 -3.09588
N 1.20695 0.03319 1.07359
C -0.69331 -0.35419 -0.77012
C 0.86954 -0.24482 -0.35170
C 0.23025 0.64424 1.99513
C -1.02845 0.09766 -2.14152
H -1.34318 0.07770 0.13227
H -1.05393 -1.40397 -0.77088
H -2.07644 0.20227 -2.26877
H 1.19501 -1.24690 -0.47000
H -0.78295 0.53069 1.62954
H 0.56920 1.77105 1.73833
H 1.63255 -0.76092 1.42040
H 0.23062 0.04936 2.87473
H 1.27756 0.51435 -0.99512
*
```

Calculated values
Lowest unoccupied orbital energy (eV): 0.78
SMILES: CNCCC=O
Frontier orbital gap (eV): 9.4
Highest occupied orbital energy (eV): -8.6
ΔE to the lowest compared entry with this formula, charge and spin (kcal/mol): 78.61

Let us look at the Löwdin charges, expressed in e, one per atom: O 0.027; N -0.144; C -0.141; C -0.167; C -0.119; C -0.259; H 0.120; H 0.121; H 0.098; H 0.095; H 0.018; H 0.137; H 0.050; H 0.067; H 0.096

---

2 unconnected molecules or ions with the total composition C4H9NO. Source: the Open Molecules 2025 dataset; level of theory: ωB97M-V/def2-TZVPD.

Structure (ORCA input):
```
! RIJCOSX wB97M-V def2-TZVPD def2/J DEFGRID3
* xyz 0 1
O 1.22821 0.96676 -1.19260
N 1.89594 0.01947 0.78009
C -0.36002 -1.56624 0.06208
C -1.81571 0.44339 0.34773
C -1.20553 -0.67740 -0.45632
C 1.97506 0.94181 -0.08503
H -0.06157 -1.51437 1.10410
H -2.62302 0.06359 0.98322
H -1.06929 0.90566 1.00539
H 0.58475 0.23252 -1.10817
H -1.47075 -0.74698 -1.51166
H 2.63436 1.81197 -0.04635
H 2.51913 0.19500 1.56013
H -2.23508 1.22545 -0.29159
H 0.11674 -2.33996 -0.53368
*
```

Calculated values
Lowest unoccupied orbital energy (eV): 1.06
SMILES: [H]/N=C/O.C=CC
Frontier orbital gap (eV): 10.4
Highest occupied orbital energy (eV): -9.4
ΔE to the lowest compared entry with this formula, charge and spin (kcal/mol): 43.27

Let us look at the Löwdin charges, expressed in e, one per atom: O 0.020; N 0.094; C -0.041; C -0.109; C -0.276; C -0.355; H 0.056; H 0.074; H 0.071; H 0.055; H 0.099; H 0.125; H 0.050; H 0.070; H 0.066

---

Please write out number 7 again, unchanged.
C4H9NO in the gas phase in a non-equilibrium geometry. Source: the Open Molecules 2025 dataset; level of theory: ωB97M-V/def2-TZVPD.

Structure (ORCA input):
```
! RIJCOSX wB97M-V def2-TZVPD def2/J DEFGRID3
* xyz 0 1
O -0.23340 0.09030 -3.09588
N 1.20695 0.03319 1.07359
C -0.69331 -0.35419 -0.77012
C 0.86954 -0.24482 -0.35170
C 0.23025 0.64424 1.99513
C -1.02845 0.09766 -2.14152
H -1.34318 0.07770 0.13227
H -1.05393 -1.40397 -0.77088
H -2.07644 0.20227 -2.26877
H 1.19501 -1.24690 -0.47000
H -0.78295 0.53069 1.62954
H 0.56920 1.77105 1.73833
H 1.63255 -0.76092 1.42040
H 0.23062 0.04936 2.87473
H 1.27756 0.51435 -0.99512
*
```

Calculated values
Lowest unoccupied orbital energy (eV): 0.78
SMILES: CNCCC=O
Frontier orbital gap (eV): 9.4
Highest occupied orbital energy (eV): -8.6
ΔE to the lowest compared entry with this formula, charge and spin (kcal/mol): 78.61

Let us look at the Löwdin charges, expressed in e, one per atom: O 0.027; N -0.144; C -0.141; C -0.167; C -0.119; C -0.259; H 0.120; H 0.121; H 0.098; H 0.095; H 0.018; H 0.137; H 0.050; H 0.067; H 0.096

---

Question: What is the formula in the sixth record?
Answer: C4H9NO

---

Copy entry 7 word for word.
C4H9NO in the gas phase in a non-equilibrium geometry. Source: the Open Molecules 2025 dataset; level of theory: ωB97M-V/def2-TZVPD.

Structure (ORCA input):
```
! RIJCOSX wB97M-V def2-TZVPD def2/J DEFGRID3
* xyz 0 1
O -0.23340 0.09030 -3.09588
N 1.20695 0.03319 1.07359
C -0.69331 -0.35419 -0.77012
C 0.86954 -0.24482 -0.35170
C 0.23025 0.64424 1.99513
C -1.02845 0.09766 -2.14152
H -1.34318 0.07770 0.13227
H -1.05393 -1.40397 -0.77088
H -2.07644 0.20227 -2.26877
H 1.19501 -1.24690 -0.47000
H -0.78295 0.53069 1.62954
H 0.56920 1.77105 1.73833
H 1.63255 -0.76092 1.42040
H 0.23062 0.04936 2.87473
H 1.27756 0.51435 -0.99512
*
```

Calculated values
Lowest unoccupied orbital energy (eV): 0.78
SMILES: CNCCC=O
Frontier orbital gap (eV): 9.4
Highest occupied orbital energy (eV): -8.6
ΔE to the lowest compared entry with this formula, charge and spin (kcal/mol): 78.61

Let us look at the Löwdin charges, expressed in e, one per atom: O 0.027; N -0.144; C -0.141; C -0.167; C -0.119; C -0.259; H 0.120; H 0.121; H 0.098; H 0.095; H 0.018; H 0.137; H 0.050; H 0.067; H 0.096